No. 1
Below is C17H8Br4N2O5PdS as an isolated structure, with properties calculated with wB97M-V/def2-TZVPD.

Last column: Mulliken charge in e.
Positions of all 38 atoms, in Å:
Pd1 0.33948 0.04039 -0.46339  0.77
Br1 -6.60959 -2.46033 -1.66257  -0.17
C1 -5.03286 -1.50463 -1.25488  0.08
C2 -5.06093 -0.49797 -0.24211  0.34
Br2 -6.67818 -0.11272 0.64400  -0.17
C3 -3.91769 0.18991 0.08864  -0.24
Br3 -3.88887 1.53112 1.41204  -0.12
C4 -2.67193 -0.07873 -0.54270  0.76
O1 -1.62648 0.54121 -0.19782  -0.48
C5 -2.64230 -1.05227 -1.65847  0.16
O2 -1.62143 -1.19230 -2.33188  -0.66
C6 -3.87650 -1.76809 -1.93012  -0.17
Br4 -3.76364 -3.04878 -3.30019  -0.11
O3 4.19676 0.94495 -1.10737  -0.72
C7 2.98643 0.84270 -0.99372  0.47
O4 2.33479 -0.19108 -0.59700  -0.61
C8 2.13083 2.07381 -1.28050  0.52
C9 2.68086 3.27722 -1.68400  -0.65
C10 1.83420 4.34790 -1.91509  -0.09
C11 0.46761 4.18603 -1.73244  -0.75
C12 -0.01007 2.95267 -1.32708  -0.27
N1 0.81359 1.92920 -1.11567  -0.19
H1 3.75372 3.33139 -1.80109  0.47
H2 2.23270 5.30357 -2.23170  0.40
H3 -0.22331 5.00104 -1.89669  0.39
H4 -1.05989 2.75485 -1.15231  0.49
O5 0.70401 -0.07736 2.28825  -0.67
N2 1.37710 -1.16190 2.40270  0.51
C13 2.29622 -1.25732 3.39933  -0.29
C14 3.04784 -2.38530 3.60325  -0.63
C15 2.88132 -3.47196 2.75133  -0.26
C16 1.96953 -3.36078 1.72540  -0.83
C17 1.20003 -2.21148 1.53584  0.65
S1 0.02528 -2.11861 0.26509  -0.46
H5 2.35841 -0.36310 3.99930  0.41
H6 3.76079 -2.39889 4.41583  0.36
H7 3.46676 -4.37315 2.87412  0.36
H8 1.82545 -4.16120 1.01366  0.40

The calculated total energy comes out at -11960.53277 hartree. Its expectation value of S² is 0.773. The multiplicity is 2. The total charge is -1. For the molar mass, the calculation gives 778.36 g/mol. The strongest force on any atom comes out at 0.38 eV Å⁻¹. The relative energy (zero: lowest compared OMol25 entry of this formula, charge and spin) is 0.00 kcal/mol.

=====

No. 2
Below is an isolated ion of composition C8H9N6 and charge +1 at a distorted geometry, with properties calculated with wB97M-V/def2-TZVPD.

Last column: Mulliken charge in e.
Positions of all 23 atoms, in Å:
C1 -2.70373 -3.19737 -1.68379  -0.06
C2 -0.40903 -3.23354 -1.39492  0.21
C3 -2.92044 -1.07454 -0.10899  -0.29
C4 -1.76495 0.15824 -1.93101  -0.23
C5 -0.86806 0.55164 0.73001  -1.02
C6 -1.50884 -2.40284 -1.83641  0.45
C7 -0.57625 -0.78811 0.00432  -0.79
C8 -1.76480 -0.96176 -1.01719  1.39
N1 -3.68010 -3.69906 -1.42044  -0.34
N2 0.49564 -3.69006 -0.85562  -0.50
N3 -3.87185 -0.98026 0.49973  -0.34
N4 -1.68122 1.09602 -2.60112  -0.37
N5 0.77946 -0.61164 -0.55839  -0.74
N6 0.28564 0.96865 1.47888  -0.28
H1 -1.70145 0.40179 1.40829  0.45
H2 -1.04614 1.30266 -0.11014  0.42
H3 -1.38195 -2.22185 -2.88289  0.38
H4 -0.50690 -1.60026 0.66092  0.85
H5 1.18222 -1.65684 -0.50894  0.37
H6 0.85605 -0.40413 -1.52536  0.26
H7 1.17356 0.56781 0.88015  0.43
H8 0.42942 0.48452 2.32406  0.36
H9 0.50055 2.03811 1.67935  0.40

The calculated total energy comes out at -638.40519 hartree. The total charge is +1. The SMILES is N#CC(C#N)C(C#N)(C#N)[C@@H](N)C[NH3+]. For the molar mass, the calculation gives 189.20 g/mol. The strongest force on any atom comes out at 5.21 eV Å⁻¹. The relative energy (zero: lowest compared OMol25 entry of this formula, charge and spin) is 7.12 kcal/mol.

=====

No. 3
Below is a 2-piece molecular cluster, C3H10N2O overall at a distorted geometry, with properties calculated with wB97M-V/def2-TZVPD.

Last column: Mulliken charge in e.
Positions of all 16 atoms, in Å:
C1 1.14164 2.17374 1.34124  -0.73
C2 2.26689 1.45699 0.92852  0.18
O1 2.19902 0.11596 0.55754  -0.46
H1 1.22391 3.17493 1.59147  0.29
H2 0.17784 1.68616 1.20745  0.13
H3 3.16965 2.02481 0.84732  0.29
H4 2.94943 -0.05746 -0.08987  0.33
N1 -0.63161 -0.56568 -0.80251  -0.46
C3 -2.00340 -0.73182 -1.06684  -0.34
N2 -2.64355 -2.01800 -0.77267  -0.55
H5 -0.15049 -1.45724 -0.64519  0.24
H6 -0.50444 -0.13201 0.09574  0.09
H7 -2.31458 -0.61411 -2.10831  0.34
H8 -2.61417 0.06990 -0.47549  0.24
H9 -2.71692 -2.11598 0.23894  0.20
H10 -2.31712 -2.81438 -1.31366  0.22

The calculated total energy comes out at -304.98257 hartree. The SMILES is C=CO.NCN. For the molar mass, the calculation gives 90.13 g/mol. The strongest force on any atom comes out at 5.30 eV Å⁻¹. The relative energy (zero: lowest compared OMol25 entry of this formula, charge and spin) is 57.78 kcal/mol.

=====

No. 4
Below is C19H48NO8S5V as an isolated structure at a distorted geometry, with properties calculated with wB97M-V/def2-TZVPD.

Last column: Mulliken charge in e.
Positions of all 82 atoms, in Å:
O1 -0.35075 -0.82498 -1.74022  -0.31
V1 0.90290 -0.42501 -0.91145  0.94
O2 1.00280 -1.41488 0.37254  -0.38
C1 -2.48372 -0.26059 1.57738  -1.77
C2 -1.80925 0.99108 2.19920  1.18
C3 -1.88021 0.73856 3.82069  -1.29
C4 -1.12778 1.76669 4.64164  -0.66
C5 0.35607 1.76324 4.21370  -1.15
C6 0.58469 1.99572 2.68662  1.31
N1 -0.35627 1.16449 1.81870  1.02
O3 -0.13503 1.36478 0.38374  -0.32
C7 2.09176 1.62831 2.41704  -1.05
C8 0.49587 3.47607 2.40849  -1.77
C9 -2.66844 2.20948 1.98354  -1.61
H1 -1.98103 -1.18182 1.87188  0.32
H2 -2.63886 -0.17996 0.50149  0.23
H3 -3.46211 -0.38255 2.04212  0.53
H4 -1.71092 -0.31109 4.06085  0.45
H5 -2.92070 0.80195 4.13923  0.49
H6 -1.30201 1.53992 5.69346  0.41
H7 -1.67656 2.67652 4.39839  0.29
H8 0.86751 0.88602 4.60994  0.25
H9 0.93549 2.43076 4.85151  0.52
H10 2.28356 0.56696 2.57464  0.11
H11 2.62912 1.96691 3.30287  0.56
H12 2.41411 1.92335 1.41847  -0.21
H13 -0.37236 3.87667 2.93175  0.39
H14 0.65723 3.77219 1.37197  0.24
H15 1.29479 3.98557 2.94723  0.48
H16 -2.39587 3.14872 2.46482  0.33
H17 -3.69379 1.95462 2.25150  0.46
H18 -2.69245 2.45553 0.92195  0.27
C10 3.01747 -3.52195 -4.26595  -0.93
S1 1.71121 -3.01878 -2.99788  0.34
O4 2.12477 -1.70129 -2.30801  -0.54
C11 0.58678 -2.53566 -4.35599  -0.75
H19 2.63339 -3.84493 -5.23356  0.39
H20 3.64366 -4.31001 -3.84768  0.35
H21 3.59347 -2.63928 -4.54383  0.26
H22 1.09301 -1.78297 -4.96038  0.38
H23 -0.27876 -2.02825 -3.92999  -0.02
H24 0.14952 -3.39122 -4.87070  0.53
C12 -2.65920 -3.23132 -2.06745  -0.68
S2 -3.39786 -3.75822 -3.66783  0.54
O5 -3.38575 -5.27631 -3.61426  -0.63
C13 -5.11555 -3.15610 -3.51149  -1.00
H25 -3.39164 -3.51274 -1.31086  0.54
H26 -2.58370 -2.14480 -2.11091  0.00
H27 -1.66574 -3.64378 -1.89131  0.29
H28 -5.57328 -3.54623 -2.60244  0.30
H29 -5.76157 -3.57594 -4.28252  0.35
H30 -5.28383 -2.08081 -3.57092  0.34
C14 3.55037 3.25643 -1.25343  -0.76
S3 3.92449 1.44935 -1.37299  0.36
O6 2.75137 0.60036 -0.82133  -0.12
C15 3.92299 1.32439 -3.21616  -0.67
H31 3.74554 3.64722 -0.25478  0.35
H32 2.47399 3.28057 -1.42355  0.09
H33 3.85597 3.81590 -2.13757  0.43
H34 4.16783 0.31800 -3.55577  0.28
H35 4.47955 2.14487 -3.66910  0.44
H36 2.91405 1.31945 -3.62860  -0.03
C16 -1.73433 1.83261 -2.77532  -0.42
S4 -0.03999 2.43649 -3.27579  0.34
O7 0.82691 1.41169 -2.54600  -0.05
C17 -0.11142 1.88322 -5.07867  -1.00
H37 -2.37738 2.60515 -3.19695  0.57
H38 -1.74783 1.71915 -1.69133  -0.23
H39 -1.89489 0.83124 -3.17479  0.14
H40 -0.99712 2.45062 -5.36451  0.49
H41 -0.22142 0.80014 -5.13289  0.16
H42 0.84172 2.20482 -5.49842  0.38
C18 1.21612 -1.98468 3.68700  -0.16
S5 2.09738 -2.52225 5.18946  0.42
O8 3.16329 -1.45180 5.48124  -0.62
C19 0.68729 -2.33802 6.37816  -0.80
H43 1.87462 -1.44378 3.00736  0.09
H44 0.36706 -1.34026 3.91485  -0.40
H45 0.68913 -2.81553 3.21789  0.55
H46 0.37872 -1.29464 6.44331  0.14
H47 1.02249 -2.56468 7.39026  0.37
H48 -0.14101 -2.97905 6.07636  0.34

The calculated total energy comes out at -4343.88597 hartree. Its expectation value of S² is 0.756. The multiplicity is 2. The total charge is +1. For the molar mass, the calculation gives 629.87 g/mol. The strongest force on any atom comes out at 4.96 eV Å⁻¹.